Entry from the Open Molecules 2025 dataset: a 21-piece molecular cluster, C34H67Cl42NO2Si overall at a distorted geometry (wB97M-V/def2-TZVPD).

Output
Frontier orbital gap = 7.99 eV
Spin multiplicity = 1
HOMO level = -0.290 Ha

Each line ends with the Löwdin charge.
CARTESIAN COORDINATES (ANGSTROEM)
C1 -4.22290 -0.06542 4.74495  0.004
C2 -3.27609 0.99033 4.81348  -0.043
C3 -1.71230 0.69669 4.58495  -0.386
O1 -0.84753 0.80792 5.49732  0.038
O2 -1.33835 0.24763 3.28970  -0.128
C4 -1.34478 1.32272 2.31438  -0.184
C5 0.03197 2.13238 2.19091  -0.166
C6 1.32257 1.37582 2.76316  -0.221
C7 1.63354 -0.04458 2.07185  -0.205
C8 2.19679 0.05763 0.57233  -0.246
C9 1.08352 0.11495 -0.57957  -0.282
Si1 0.00774 -1.45483 -0.77091  0.640
C10 -1.23797 -1.10547 -2.22565  -0.318
N1 -2.33587 -2.14660 -2.23966  -0.192
C11 -3.37569 -1.80567 -1.20773  -0.163
C12 0.96730 -3.05445 -1.22209  -0.718
Cl1 2.78352 -2.81640 -1.47856  0.516
C13 0.74402 -4.29801 -0.22115  -0.670
C14 0.40264 -3.89419 1.28801  -0.184
Cl2 -0.67360 -5.35232 -0.85250  0.535
H1 -5.31525 0.26986 4.60812  0.055
H2 -3.96763 -1.16926 4.77769  0.040
H3 -3.55413 2.08313 4.98837  0.115
H4 -1.53543 0.83169 1.28494  0.117
H5 -2.23075 2.03772 2.49321  0.117
H6 -0.09225 3.08813 2.83382  0.115
H7 0.25741 2.52122 1.13180  0.102
H8 2.25931 2.04255 2.63975  0.032
H9 1.17149 1.26912 3.89674  0.102
H10 0.74165 -0.75482 2.20243  0.078
H11 2.48388 -0.51389 2.70271  0.115
H12 2.98198 -0.75784 0.44487  0.075
H13 2.77525 1.05992 0.51684  0.114
H14 1.55989 0.35848 -1.60672  0.086
H15 0.35781 0.99057 -0.37998  0.068
H16 -0.83141 -1.55952 0.43121  0.004
H17 -1.63752 -0.04092 -2.21567  0.038
H18 -0.63038 -1.28721 -3.19218  0.028
H19 -1.92833 -3.07963 -2.03399  0.007
H20 -3.51934 -0.67360 -1.21237  0.068
H21 -2.99737 -2.21938 -0.19775  0.002
H22 -4.34935 -2.38023 -1.44896  0.089
H23 0.55830 -3.40084 -2.24273  -0.019
H24 1.66290 -4.97059 -0.27108  0.093
H25 -0.72013 -3.64342 1.37910  0.040
H26 0.53835 -4.84102 1.93668  0.080
H27 1.05504 -3.06474 1.71881  0.078
C15 -4.99394 -3.50673 1.83386  -0.992
Cl3 -5.69188 -4.15471 3.32426  0.499
Cl4 -3.76644 -2.28286 2.17872  0.551
H28 -4.53381 -4.32149 1.27626  0.034
H29 -5.78633 -3.05429 1.23968  0.033
C16 1.87903 -0.66504 -5.57430  -0.988
Cl5 0.76286 -2.00378 -5.28202  0.537
Cl6 1.09576 0.89414 -5.28717  0.440
H30 2.72932 -0.76379 -4.90262  -0.040
H31 2.21869 -0.70453 -6.60847  0.027
C17 6.48748 -2.11735 -3.41587  -0.990
Cl7 5.36538 -1.14671 -4.37514  0.528
Cl8 5.63697 -3.05640 -2.18413  0.459
H32 7.01692 -2.80091 -4.07770  0.032
H33 7.19823 -1.45361 -2.92600  0.032
C18 3.59820 3.83144 -4.11803  -1.055
Cl9 2.99846 4.47545 -2.58347  0.515
Cl10 3.72995 2.07058 -4.06107  0.500
H34 2.90837 4.10882 -4.91129  -0.046
H35 4.58167 4.25418 -4.31944  -0.003
C19 -2.09607 -8.81314 -1.61891  -1.048
Cl11 -1.80682 -10.42858 -0.96244  0.504
Cl12 -3.78034 -8.32415 -1.39770  0.496
H36 -1.45111 -8.10174 -1.10508  -0.023
H37 -1.86653 -8.81767 -2.68338  0.025
C20 3.38099 7.40546 -4.78173  -1.001
Cl13 4.60843 8.62460 -5.14068  0.484
Cl14 3.15783 6.30256 -6.14719  0.557
H38 3.69590 6.83202 -3.91161  -0.060
H39 2.43618 7.90504 -4.57202  0.022
C21 -8.23179 0.20460 5.85990  -1.037
Cl15 -8.56490 1.23365 4.46166  0.504
Cl16 -7.77231 -1.42596 5.35830  0.484
H40 -7.41547 0.64088 6.43391  0.026
H41 -9.12666 0.14530 6.47729  -0.010
C22 -1.49183 -1.09381 -8.18953  -1.027
Cl17 -0.26187 0.12168 -8.55627  0.502
Cl18 -1.72363 -2.20070 -9.54888  0.498
H42 -1.17515 -1.66493 -7.31826  -0.017
H43 -2.43401 -0.59059 -7.97859  0.030
C23 -1.81418 3.49658 -3.85986  -1.010
Cl19 -2.44190 1.85427 -4.02667  0.537
Cl20 -0.17888 3.62556 -4.51895  0.495
H44 -2.46793 4.18082 -4.39858  0.032
H45 -1.79134 3.76082 -2.80383  -0.054
C24 2.88174 12.04229 -5.88782  -1.030
Cl21 1.71754 12.96785 -6.84256  0.505
Cl22 2.07144 11.08858 -4.63947  0.494
H46 3.42603 11.36914 -6.54870  0.002
H47 3.57581 12.73203 -5.41050  0.031
C25 1.08825 -1.22904 7.76160  -1.048
Cl23 2.57906 -0.88749 8.64898  0.504
Cl24 0.04677 -2.33854 8.66396  0.490
H48 0.55190 -0.29575 7.59724  0.018
H49 1.34147 -1.68195 6.80520  -0.015
C26 -10.75863 -3.83337 6.55737  -1.025
Cl25 -10.81938 -2.10469 6.92090  0.507
Cl26 -12.37276 -4.47610 6.23409  0.506
H50 -10.13381 -3.98776 5.67894  0.023
H51 -10.33282 -4.35908 7.41037  0.030
C27 -1.73801 -3.68339 5.25073  -0.984
Cl27 -0.48055 -2.49685 4.87766  0.590
Cl28 -1.98667 -4.78437 3.89304  0.523
H52 -1.43531 -4.25760 6.12495  0.025
H53 -2.67071 -3.16056 5.45812  0.015
C28 -4.22873 3.51869 0.26743  -1.002
Cl29 -4.85243 1.87369 0.10219  0.518
Cl30 -2.59390 3.65208 -0.39365  0.558
H54 -4.88430 4.20178 -0.27021  0.030
H55 -4.20534 3.78385 1.32343  0.025
C29 6.42176 5.27564 -1.36540  -1.010
Cl31 6.06807 6.27195 -2.78214  0.533
Cl32 6.92140 3.64781 -1.83845  0.514
H56 7.22513 5.74174 -0.79727  0.028
H57 5.52604 5.20593 -0.74984  0.016
C30 0.41733 -5.90216 -4.31401  -0.983
Cl33 -0.71483 -4.63069 -3.83517  0.520
Cl34 1.95446 -5.22424 -4.86123  0.513
H58 0.60248 -6.54971 -3.45742  0.016
H59 -0.02305 -6.47969 -5.12531  0.030
C31 7.77121 -5.81370 0.21163  -1.023
Cl35 6.43622 -6.23764 -0.86727  0.489
Cl36 8.49303 -4.26355 -0.23689  0.489
H60 7.39400 -5.74585 1.23071  0.027
H61 8.53368 -6.58853 0.15133  0.026
C32 -3.11582 -3.68761 10.67153  -1.047
Cl37 -4.28580 -4.40406 11.78587  0.504
Cl38 -3.91618 -3.02866 9.23960  0.483
H62 -2.58728 -2.88407 11.18190  0.026
H63 -2.40875 -4.45467 10.35970  0.024
C33 3.79855 4.12892 4.42460  -1.006
Cl39 3.46908 5.13730 3.00995  0.495
Cl40 4.25765 2.49038 3.94855  0.547
H64 4.61338 4.57320 4.99378  0.026
H65 2.90181 4.07977 5.04048  0.030
C34 5.91790 7.71620 -8.87949  -1.028
Cl41 4.77194 8.97731 -8.41224  0.471
Cl42 7.45601 8.41125 -9.40483  0.503
H66 6.09702 7.06716 -8.02334  0.020
H67 5.49290 7.13823 -9.69844  0.030

Entry from the Open Molecules 2025 dataset: a 2-piece molecular cluster, CH5O2 overall at a distorted geometry (wB97M-V/def2-TZVPD).

Output
Frontier orbital gap = 7.73 eV
Spin multiplicity = 1
Charge = -1
HOMO level = -0.105 Ha
ΔE to the lowest compared entry with this formula, charge and spin = 2.2 kcal per mole

Each line ends with the Löwdin charge.
CARTESIAN COORDINATES (ANGSTROEM)
O1 -2.08341 -0.08361 -0.28034  -0.222
H1 -1.88100 0.85511 -0.34870  -0.023
C1 0.99020 -0.09381 0.06364  -0.452
O2 0.06602 -0.43925 0.97955  -0.377
H2 0.87730 -0.33001 -1.01189  0.040
H3 2.00670 -0.51009 0.28559  0.031
H4 1.23209 0.99976 0.07251  0.035
H5 -1.20791 -0.39810 0.23965  -0.031